[1]
18
Properties=species:S:1:pos:R:3:forces:R:3:nbo_charge:R:1 method="wB97M-V/def2-TZVPD" de_lowest_ev=1.738 lumo_energy_ha=0.13264 total_energy_ha=-347.585779 orbital_gap_ev=7.08 total_charge=-1 mol_weight_g_mol=103.1 homo_ha=-0.12751
C 0.1005 1.2462 0.6806 -2.455 -0.716 2.214 -0.540
C 0.2287 2.7714 0.6430 1.519 -1.518 -1.902 -0.628
C -0.7300 0.9604 2.0951 4.869 3.088 0.145 0.794
O -1.7674 0.4065 1.8913 -3.097 -1.814 0.669 -0.745
O -0.1729 1.5333 3.1401 -1.660 -1.803 -2.181 -0.843
H -0.4277 0.7167 -0.1422 -0.676 1.281 0.213 0.177
H 0.9545 0.6416 0.5889 2.199 -0.114 0.755 0.177
H -0.7313 3.1361 0.2800 0.115 0.535 0.319 0.196
H 0.9774 2.7993 -0.1922 -0.348 1.444 0.560 0.173
H 0.5976 3.1817 1.6083 -0.420 -0.343 -0.848 0.244
C 0.7814 -2.0941 -1.7701 -1.351 -2.497 0.243 -0.600
C -0.4738 -2.2501 -0.8581 -0.480 3.565 -0.632 -0.615
H 1.2179 -3.1309 -2.0451 -0.752 1.621 0.364 0.181
H 0.3888 -1.6296 -2.6307 -0.090 0.386 -1.509 0.195
H 1.5643 -1.4819 -1.4524 1.170 0.899 1.075 0.205
H -0.9304 -1.2824 -0.3218 1.259 -1.711 -1.599 0.249
H -1.2593 -2.6730 -1.4594 -0.443 -0.214 -0.194 0.186
H -0.3184 -2.8512 -0.0552 0.641 -2.089 2.309 0.195


[2]
18
Properties=species:S:1:pos:R:3:forces:R:3:nbo_charge:R:1 method="wB97M-V/def2-TZVPD" de_lowest_ev=1.311 lumo_energy_ha=0.12730 total_energy_ha=-347.601475 orbital_gap_ev=6.92 total_charge=-1 mol_weight_g_mol=103.1 homo_ha=-0.12690
C -1.5944 1.9365 -2.9480 1.378 -2.196 -1.262 -0.609
C -0.5005 1.2601 -2.0337 -0.125 0.380 -3.484 -0.606
H -1.7974 2.8779 -2.6398 -0.708 3.104 0.937 0.192
H -1.3781 1.9866 -4.0104 0.845 0.215 -0.233 0.189
H -2.5316 1.4111 -3.0427 -0.412 -0.530 0.872 0.192
H 0.5068 1.0763 -2.5490 -1.511 0.378 0.735 0.205
H -0.9903 0.3477 -1.8733 0.237 -1.542 0.836 0.220
H -0.3780 1.8091 -1.1453 0.244 0.511 1.046 0.217
C -0.2842 -0.7966 0.5275 2.756 1.991 -0.800 -0.543
C 0.2956 -1.9016 -0.3906 -1.115 0.532 1.211 -0.621
C 0.6880 -0.3066 1.7783 -3.023 -1.283 -1.664 0.798
O 1.8575 -0.5455 1.5637 2.513 0.082 0.272 -0.777
O 0.0538 0.1662 2.7351 0.242 0.431 0.389 -0.796
H -0.4583 0.1526 -0.0481 -0.213 -1.219 0.929 0.183
H -1.1424 -1.1850 0.9538 -2.083 -0.359 0.821 0.181
H 0.3604 -2.7311 0.2975 -0.092 -0.870 -0.188 0.197
H 1.2978 -1.7608 -0.7180 0.732 0.587 -0.479 0.210
H -0.4062 -2.0998 -1.2144 0.332 -0.212 0.062 0.168


[3]
18
Properties=species:S:1:pos:R:3:forces:R:3:nbo_charge:R:1 method="wB97M-V/def2-TZVPD" de_lowest_ev=1.988 lumo_energy_ha=0.14232 total_energy_ha=-347.576619 orbital_gap_ev=7.20 total_charge=-1 mol_weight_g_mol=103.1 homo_ha=-0.12219
C 1.2168 -0.0532 -0.9742 -0.537 -0.759 0.600 -0.037
O 0.8500 -1.2835 -0.4620 0.414 0.288 -0.144 -0.950
C 0.0909 0.9802 -0.8270 0.181 0.216 0.123 -0.406
C -0.5314 0.9131 0.5810 0.580 0.278 -0.132 -0.461
C -1.7851 0.1216 0.6232 -0.028 0.075 0.133 -0.114
C -2.9296 0.4867 1.1851 -0.023 -0.577 -0.298 -0.475
H 2.0768 0.3845 -0.4141 0.185 -0.039 -0.235 0.094
H 1.4956 -0.1684 -2.0333 0.223 0.475 -0.199 0.120
H -0.6787 0.8278 -1.5684 -0.381 -0.215 -0.379 0.178
H 0.4839 1.9868 -1.0075 0.059 0.073 -0.003 0.172
H 0.2026 0.3803 1.1922 -0.009 0.012 0.128 0.241
H -0.6507 1.9260 0.9863 -0.266 -0.155 0.075 0.176
H -1.7015 -0.8524 0.1597 0.091 -0.128 -0.075 0.221
H -3.0583 1.4362 1.6631 -0.079 0.445 0.228 0.173
H -3.7623 -0.2059 1.1672 -0.158 0.131 0.092 0.181
H 2.1820 -1.9988 -0.4441 0.078 -0.375 0.233 0.508
H 3.3877 -2.3762 0.5473 -0.248 -0.026 -0.520 0.433
O 3.1111 -2.5048 -0.3746 -0.082 0.279 0.374 -1.054


[4]
18
Properties=species:S:1:pos:R:3:forces:R:3:nbo_charge:R:1 method="wB97M-V/def2-TZVPD" de_lowest_ev=2.768 lumo_energy_ha=0.12602 total_energy_ha=-347.547938 smiles=[O-]CCCCCO orbital_gap_ev=5.58 total_charge=-1 mol_weight_g_mol=103.1 homo_ha=-0.07922
O 0.4512 -2.2409 -2.3112 0.347 0.115 0.187 -0.962
C 0.2056 -2.0085 -1.0068 -0.635 0.079 -0.889 -0.011
C -0.7007 -0.7800 -0.7932 -0.740 1.008 -0.461 -0.432
C -0.9640 -0.3053 0.6476 -0.345 -0.295 -0.739 -0.408
C 0.2041 0.4195 1.2977 -0.011 0.293 0.774 -0.428
C 0.6940 1.7079 0.5955 -1.458 -1.282 0.663 -0.067
O 0.2927 2.8722 1.3071 0.621 0.847 0.033 -0.743
H -0.3810 -2.8632 -0.5671 0.271 0.061 0.554 0.066
H 1.1047 -1.8189 -0.3606 0.095 -0.295 0.059 0.060
H -0.3747 0.0678 -1.4172 0.770 -0.141 0.263 0.176
H -1.6551 -0.9127 -1.3241 -0.133 -0.686 0.396 0.183
H -1.2723 -1.1822 1.2284 0.241 0.042 0.218 0.195
H -1.8567 0.3365 0.6406 0.120 0.176 0.067 0.174
H 1.0351 -0.2399 1.4556 0.494 -0.622 -0.359 0.210
H -0.0535 0.6650 2.3384 -0.136 0.286 -0.046 0.179
H 0.2038 1.6849 -0.3757 0.521 0.332 -0.360 0.174
H 1.7747 1.6683 0.5444 0.116 0.456 -0.252 0.173
H -0.5419 2.7397 1.7564 -0.136 -0.375 -0.109 0.461


[5]
18
Properties=species:S:1:pos:R:3:forces:R:3:nbo_charge:R:1 method="wB97M-V/def2-TZVPD" de_lowest_ev=2.377 lumo_energy_ha=0.13820 total_energy_ha=-347.562300 orbital_gap_ev=6.74 total_charge=-1 mol_weight_g_mol=103.1 homo_ha=-0.10956
C 0.9922 -0.8662 -0.5159 -0.333 1.895 0.208 0.003
O 1.7692 -0.0204 -1.2352 0.068 -0.576 -0.465 -0.974
C -0.1551 -0.0297 0.1651 0.741 -0.490 0.937 -0.427
C -1.0272 -0.8473 1.1461 -0.933 0.038 -0.115 -0.458
C -2.4913 -0.4480 1.2078 -0.357 -0.014 -0.296 -0.142
C -3.2498 -0.2777 0.1322 0.278 -0.700 -0.660 -0.438
H 0.4545 -1.6414 -1.1106 0.120 -0.209 -0.047 0.079
H 1.5606 -1.3810 0.2837 -0.085 -0.371 0.223 0.084
H -0.6751 0.4740 -0.6473 -0.453 -0.255 0.033 0.198
H 0.2949 0.7811 0.7474 0.250 -0.020 -0.188 0.191
H -0.9871 -1.9038 0.8502 -0.066 -0.008 -0.092 0.202
H -0.7167 -0.8524 2.1954 0.677 0.251 -0.247 0.191
H -2.9673 -0.3341 2.1785 0.129 -0.035 0.137 0.174
H -2.7827 -0.4561 -0.8359 -0.082 0.216 -0.008 0.189
H -4.3260 -0.1621 0.0930 0.040 0.331 0.425 0.183
H 3.6728 1.7194 -0.0301 0.081 -0.274 0.172 0.443
H 2.5444 1.4179 -1.0188 -0.150 -0.591 0.264 0.524
O 3.1696 2.1346 -0.7252 0.075 0.812 -0.279 -1.022


[6]
18
Properties=species:S:1:pos:R:3:forces:R:3:nbo_charge:R:1 method="wB97M-V/def2-TZVPD" de_lowest_ev=0.400 lumo_energy_ha=0.14188 total_energy_ha=-347.634967 orbital_gap_ev=7.70 total_charge=-1 mol_weight_g_mol=103.1 homo_ha=-0.14093
C -2.6578 0.2095 0.6404 -0.688 -0.412 0.451 -0.512
C -1.6950 1.3796 0.7998 0.227 -0.553 0.386 -0.607
C -1.9421 -1.0639 0.0665 -0.411 0.866 -0.034 0.763
O -1.1883 -1.6409 0.8770 0.154 -0.245 -0.135 -0.794
O -2.1802 -1.2986 -1.1412 0.216 -0.296 0.142 -0.792
H -3.1359 -0.0327 1.5989 0.579 -0.158 0.249 0.179
H -3.5426 0.4512 0.0556 0.198 0.276 -0.653 0.182
H -0.7741 0.9989 1.2662 -0.040 0.033 -0.399 0.213
H -2.0513 2.1185 1.5113 -0.316 0.410 -0.121 0.177
H -1.4835 1.8339 -0.1685 0.161 0.107 0.090 0.193
C 2.1332 -0.2818 -1.2606 -0.333 1.340 -1.073 -0.616
C 3.0434 -0.4852 -0.0717 -0.587 -0.838 0.220 -0.608
H 1.0746 -0.5433 -1.2346 0.216 -0.816 0.635 0.254
H 2.0259 0.7958 -1.4900 0.431 -0.147 0.166 0.185
H 2.5784 -0.7004 -2.1611 -0.064 -0.243 -0.124 0.184
H 2.5588 -0.1518 0.8403 0.272 0.609 0.146 0.214
H 3.2160 -1.5387 0.1464 0.021 -0.243 -0.295 0.198
H 4.0204 -0.0499 -0.2747 -0.037 0.309 0.347 0.186